119
Properties=species:S:1:pos:R:3:lowdin_charge:R:1 method="wB97M-V/def2-TZVPD" multiplicity=1 charge=0 e_lumo_ev=-1.93 de_lowest_kj_mol=124.17 homo_energy_ev=-7.4 total_energy_ha=-8276.61369 gap_ev=5.45
W -1.108 1.511 -0.986 1.3700
C -1.013 1.180 -5.972 -0.0503
O 0.315 1.374 -5.485 -0.1319
C 0.512 2.596 -4.888 -0.2222
C 1.178 3.560 -5.615 0.0148
C 1.323 4.897 -5.194 -0.0473
C 0.790 5.183 -3.949 -0.0226
C 0.300 4.166 -3.134 -0.1416
C -0.205 4.529 -1.820 -0.0315
N -0.648 3.703 -0.995 -0.0960
N -0.927 4.321 0.230 0.1095
C -0.955 3.488 1.224 -0.4300
O -0.909 2.201 0.906 -0.2951
C -0.975 3.992 2.559 -0.1447
C -1.804 3.487 3.581 -0.0077
C -1.677 4.019 4.873 -0.0849
C -0.733 5.025 5.121 -0.0860
C 0.019 5.603 4.091 -0.0520
C -0.128 5.069 2.813 -0.0040
C 0.146 2.875 -3.555 -0.1893
O -0.446 1.896 -2.807 -0.3784
H -1.693 1.413 -5.143 0.0688
H -1.169 0.135 -6.247 0.0898
H -1.180 1.805 -6.868 0.0993
H 1.428 3.293 -6.667 0.1378
H 1.728 5.672 -5.828 0.1044
H 0.732 6.207 -3.509 0.1337
H -0.241 5.608 -1.514 0.1689
H -2.566 2.756 3.440 0.0979
H -2.234 3.630 5.708 0.0989
H -0.584 5.382 6.146 0.1024
H 0.717 6.432 4.260 0.1111
H 0.490 5.383 2.003 0.1019
S -4.861 0.849 -3.919 -0.0428
As -4.101 0.352 -2.054 -0.4454
S -3.259 2.165 -0.946 0.2337
S -2.013 -0.278 -2.435 0.1771
S -4.999 -0.650 -0.549 0.0678
N -1.480 -0.089 0.398 -0.4561
S -1.564 -0.657 1.711 0.8095
N -0.908 -2.235 1.765 -0.3428
S -0.424 -2.849 0.412 0.8829
N 0.836 -2.250 -0.171 -0.3764
S 1.325 -0.895 -1.018 0.8453
N 0.715 0.426 -1.031 -0.3705
C 2.981 -0.724 -0.352 -0.2909
C 3.552 -1.660 0.529 -0.0641
C 4.875 -1.451 0.904 -0.0744
C 5.622 -0.388 0.418 -0.0460
C 5.027 0.496 -0.523 -0.0446
C 3.704 0.286 -0.959 -0.0508
C 1.623 -1.669 -2.596 -0.3034
C 2.439 -2.813 -2.515 -0.0977
C 2.826 -3.510 -3.618 -0.0419
C 2.328 -3.031 -4.870 -0.0543
C 1.512 -1.945 -4.916 -0.0568
C 1.162 -1.199 -3.784 -0.0384
C -1.656 -3.315 -0.871 -0.3099
C -1.242 -3.869 -2.072 -0.0767
C -2.196 -4.582 -2.735 -0.0746
C -3.522 -4.675 -2.318 -0.0436
C -3.921 -4.024 -1.141 -0.0640
C -2.959 -3.379 -0.349 -0.1066
C 0.096 -4.513 1.001 -0.2314
C 1.425 -4.980 0.720 -0.0371
C 1.893 -6.063 1.441 -0.0762
C 1.070 -6.774 2.311 -0.0625
C -0.274 -6.381 2.427 -0.0708
C -0.762 -5.266 1.781 -0.0784
C -0.554 0.126 2.944 -0.2842
C 0.604 0.728 2.418 -0.0703
C 1.394 1.535 3.236 -0.0428
C 1.085 1.650 4.581 -0.0630
C -0.082 1.147 5.088 -0.0946
C -0.938 0.397 4.272 -0.0547
C -3.081 -1.074 2.575 -0.3335
C -4.105 -0.077 2.623 -0.0842
C -5.381 -0.365 3.146 -0.0640
C -5.639 -1.619 3.671 -0.0602
C -4.581 -2.523 3.731 -0.0711
C -3.303 -2.268 3.230 -0.0980
H 3.031 -2.471 1.018 0.0938
H 5.297 -2.163 1.587 0.1003
H 6.615 -0.137 0.693 0.0956
H 5.594 1.323 -0.862 0.0999
H 3.287 1.085 -1.595 0.1023
H 2.769 -3.169 -1.557 0.0826
H 3.517 -4.332 -3.647 0.1061
H 2.532 -3.526 -5.806 0.1054
H 1.113 -1.581 -5.833 0.1037
H 0.594 -0.275 -3.802 0.0803
H -0.207 -3.833 -2.361 0.1065
H -1.905 -5.106 -3.660 0.1215
H -4.226 -5.236 -2.909 0.1062
H -4.974 -3.940 -0.840 0.1103
H -3.229 -2.914 0.622 0.0867
H 2.106 -4.355 0.149 0.0786
H 2.909 -6.342 1.351 0.0971
H 1.379 -7.721 2.788 0.1176
H -0.937 -6.967 3.146 0.1342
H -1.738 -4.882 1.976 0.0963
H 0.945 0.633 1.373 0.0817
H 2.297 1.885 2.785 0.0921
H 1.809 2.091 5.244 0.1106
H -0.353 1.237 6.123 0.1064
H -1.862 -0.027 4.701 0.1180
H -3.893 0.879 2.202 0.0897
H -6.158 0.368 3.055 0.1089
H -6.613 -1.891 4.024 0.1048
H -4.731 -3.521 4.164 0.1115
H -2.506 -3.007 3.399 0.1081
C 4.389 3.579 1.026 -0.1369
S 2.846 3.822 0.000 0.4409
O 1.754 3.094 0.807 -0.4089
O 2.617 5.238 -0.030 -0.3561
O 3.164 3.152 -1.280 -0.3888
H 5.218 4.027 0.451 0.0594
H 4.529 2.477 1.131 0.0365
H 4.247 4.000 2.000 0.0368

***

19
Properties=species:S:1:pos:R:3:nbo_charge:R:1 method="wB97M-V/def2-TZVPD" multiplicity=1 charge=0 e_lumo_ev=0.41 de_lowest_kj_mol=196.93 homo_energy_ev=-9.9 total_energy_ha=-514.43786 gap_ev=10.26
N -0.774 0.095 -1.822 -0.8672
C -0.329 0.861 -0.717 0.6773
O -0.181 2.071 -0.799 -0.5756
C 0.055 0.111 0.546 -0.2958
C 0.974 -1.154 0.483 -0.3114
C 2.144 -0.163 0.164 -0.3783
C 1.348 0.583 1.286 -0.2801
C 1.294 -0.794 1.926 0.6029
O 1.455 -1.323 2.990 -0.5140
H -0.810 0.546 -2.728 0.4098
H -0.688 -0.913 -1.815 0.3942
H -0.850 0.024 1.168 0.2372
H 0.761 -2.131 0.040 0.2233
H 3.162 -0.493 0.400 0.2189
H 2.098 0.307 -0.827 0.2181
H 1.547 1.561 1.733 0.2432
H -3.229 0.355 -1.311 0.4767
O -3.946 0.610 -0.649 -0.9439
H -4.030 -0.152 -0.069 0.4649

***

59
Properties=species:S:1:pos:R:3:nbo_charge:R:1 method="wB97M-V/def2-TZVPD" multiplicity=1 charge=+3 e_lumo_ev=-11.46 de_lowest_kj_mol=186.98 homo_energy_ev=-17.6 total_energy_ha=-2454.24083 gap_ev=6.15
Bi 0.313 -0.733 -1.228 1.3883
S 2.531 -2.457 -0.159 0.2694
S 0.704 1.880 -0.165 0.2577
C 3.338 -2.067 1.392 -0.7728
C 3.695 -1.931 -1.468 -0.5385
C 4.143 -0.483 -1.448 -0.2453
N 2.927 0.378 -1.597 -0.6498
C 3.253 1.800 -1.300 -0.2544
C 1.968 2.599 -1.293 -0.5156
H 3.202 -2.172 -2.432 0.2341
H 4.582 -2.583 -1.379 0.2826
H 4.823 -0.294 -2.296 0.2399
H 4.636 -0.228 -0.504 0.2231
H 3.954 2.215 -2.059 0.2477
H 3.746 1.826 -0.314 0.2186
H 1.543 2.679 -2.300 0.2456
H 2.158 3.606 -0.900 0.2763
C 1.664 2.315 1.369 -0.6978
H 2.676 0.359 -2.594 0.3648
H 2.449 1.581 1.588 0.2388
H 0.940 2.399 2.190 0.2601
H 2.090 3.309 1.198 0.2718
H 2.706 -2.496 2.183 0.2548
H 3.496 -1.004 1.639 0.2238
H 4.306 -2.575 1.483 0.2799
C -0.344 -0.522 -3.686 -0.6077
C -1.546 -1.175 -3.635 -0.2852
H 0.591 -1.058 -3.877 0.2516
H -0.275 0.563 -3.851 0.2536
H -1.605 -2.266 -3.579 0.2376
H -2.585 -0.735 -3.835 0.2605
C -3.394 -1.503 -1.123 -0.9397
P -2.280 -0.062 -0.816 0.8877
C -2.641 1.234 -2.010 -0.9769
C -2.846 0.577 0.824 -0.3498
C -4.054 1.258 0.953 -0.1795
C -4.536 1.587 2.236 -0.1443
C -3.756 1.360 3.383 -0.1597
C -2.498 0.705 3.221 -0.1240
C -2.021 0.314 1.958 -0.3835
P -0.538 -0.721 1.573 0.8611
C 0.422 -0.478 3.097 -0.9343
C -1.067 -2.407 2.123 -0.9165
H -3.170 -1.885 -2.126 0.2444
H -4.468 -1.250 -1.085 0.2956
H -3.189 -2.300 -0.392 0.2673
H -3.683 1.559 -2.025 0.2896
H -2.017 2.109 -1.817 0.2699
H -2.376 0.887 -3.001 0.2445
H -4.674 1.433 0.065 0.2357
H -5.489 2.088 2.336 0.2599
H -4.154 1.620 4.373 0.2680
H -1.920 0.580 4.122 0.2285
H 1.408 -0.960 3.023 0.2546
H 0.511 0.589 3.326 0.2500
H -0.191 -0.995 3.858 0.2672
H -1.807 -2.191 2.921 0.2707
H -1.492 -3.002 1.297 0.2409
H -0.162 -2.874 2.562 0.2595

***

34
Properties=species:S:1:pos:R:3:nbo_charge:R:1 method="wB97M-V/def2-TZVPD" multiplicity=5 charge=0 e_lumo_ev="0.04 / -4.36" homo_energy_ev="-8.3 / -10.7" total_energy_ha=-4637.38490 s_squared=6.02 gap_ev="8.30 / 6.33"
Pt 0.278 0.429 -0.050 0.9022
F -0.584 -3.515 -1.580 -0.2936
C 0.714 -3.745 -1.640 0.7388
F 1.045 -4.702 -0.784 -0.2981
F 1.050 -4.103 -2.873 -0.2999
S 1.695 -2.248 -1.190 2.2339
O 1.060 -1.750 0.046 -0.9652
O 3.031 -2.730 -1.095 -0.8791
N 1.578 -1.223 -2.388 -1.2125
S 0.316 -0.343 -2.705 2.1809
O -0.947 -0.827 -2.184 -0.9218
O 0.597 1.073 -2.475 -0.9372
C 0.207 -0.514 -4.530 0.7470
F -0.237 -1.729 -4.817 -0.2982
F -0.647 0.395 -4.976 -0.2975
F 1.393 -0.323 -5.080 -0.2913
C -2.648 1.126 3.189 -0.5958
C -1.303 1.348 2.488 -0.1766
C -0.166 1.074 3.485 -0.5886
C -1.214 2.814 2.024 -0.5940
C -1.222 0.415 1.315 -0.3806
H -2.743 1.800 4.046 0.2119
H -2.731 0.099 3.552 0.2134
H -3.479 1.320 2.507 0.2129
H -0.219 1.774 4.324 0.2106
H 0.810 1.188 3.009 0.1894
H -0.229 0.056 3.876 0.2190
H -1.226 3.489 2.884 0.2135
H -2.053 3.067 1.371 0.2178
H -0.290 2.993 1.468 0.1912
H -2.031 -0.272 1.062 0.1912
Se 2.412 1.533 0.448 0.4223
C 3.520 1.118 -0.932 -0.0758
N 4.263 0.913 -1.795 -0.1901

***

91
Properties=species:S:1:pos:R:3:lowdin_charge:R:1 method="wB97M-V/def2-TZVPD" multiplicity=6 charge=-1 e_lumo_ev="1.45 / 1.46" de_lowest_kj_mol=0.00 homo_energy_ev="-4.4 / -4.4" total_energy_ha=-13765.13936 s_squared=8.76 gap_ev="5.82 / 5.83"
Sm 1.428 -1.873 0.326 1.2550
Se 0.741 -2.297 3.127 -0.1181
Se 2.749 -3.071 3.808 -0.0807
Se 3.505 -4.638 2.181 -0.1083
Se 3.675 -3.862 0.026 -0.0133
N -2.816 -2.781 0.099 -0.1387
P -2.478 -1.168 -0.227 1.0271
C -3.814 -0.820 -1.399 -0.3737
C -5.134 -1.004 -1.012 -0.1129
C -6.096 -0.913 -2.009 -0.0978
C -5.756 -0.635 -3.327 -0.1001
C -4.452 -0.259 -3.645 -0.1000
C -3.485 -0.299 -2.675 -0.0961
C -3.062 -0.176 1.258 -0.3467
C -2.737 -0.572 2.574 -0.1058
C -2.976 0.244 3.687 -0.0526
C -3.536 1.502 3.445 -0.1069
C -4.037 1.836 2.225 -0.0979
C -3.856 0.974 1.148 -0.1011
C -1.859 -3.831 0.414 -0.3075
C -2.403 -5.112 0.746 -0.0467
C -1.574 -6.131 1.004 -0.0746
C -0.170 -5.870 0.880 -0.0464
C 0.231 -4.639 0.385 -0.2548
N -0.569 -3.559 0.202 -0.0259
H -3.743 -3.163 0.108 0.0797
H -5.424 -1.272 0.004 0.1153
H -7.161 -0.984 -1.787 0.1018
H -6.511 -0.798 -4.143 0.1157
H -4.183 -0.032 -4.714 0.1221
H -2.460 -0.157 -3.014 0.1005
H -2.271 -1.524 2.679 0.0591
H -2.634 0.049 4.687 0.1053
H -3.609 2.212 4.261 0.1041
H -4.480 2.818 2.160 0.1025
H -4.338 1.270 0.262 0.0809
H -3.537 -5.173 0.852 0.1334
H -2.024 -7.107 1.295 0.1217
H 0.535 -6.728 0.999 0.1207
H 1.252 -4.579 -0.090 -0.0052
N 3.638 -0.892 1.314 -0.1173
C 4.446 0.320 0.877 -0.2124
C 3.556 1.546 0.714 -0.2054
C 2.373 1.374 -0.255 -0.2064
C 0.955 1.554 0.311 -0.2236
N 0.574 0.347 1.207 -0.1295
H 3.373 -0.861 2.302 -0.0187
H 4.212 -1.742 1.244 -0.0353
H 4.975 0.058 -0.034 0.1085
H 5.188 0.540 1.655 0.1125
H 4.113 2.428 0.483 0.1002
H 3.100 1.730 1.730 0.0523
H 2.569 0.447 -0.841 0.0699
H 2.528 2.221 -0.940 0.1107
H 0.170 1.681 -0.478 0.1079
H 0.797 2.495 0.980 0.0964
H -0.451 0.369 1.421 0.0469
H 1.049 0.745 2.070 0.0377
O -1.251 -2.510 -2.897 0.0695
C -0.054 -2.451 -2.977 -0.4209
N 0.816 -1.960 -2.023 -0.0062
C 2.069 -1.843 -2.536 -0.4823
O 3.013 -1.443 -1.805 -0.1171
C 2.094 -2.295 -3.919 -0.0923
C 3.075 -2.343 -4.891 -0.0086
C 2.805 -2.877 -6.143 -0.0769
C 1.564 -3.502 -6.374 -0.0655
C 0.510 -3.408 -5.415 -0.0080
C 0.806 -2.767 -4.224 -0.0649
H 4.126 -2.112 -4.680 0.1277
H 3.630 -2.995 -6.823 0.0962
H 1.360 -4.161 -7.224 0.0992
H -0.517 -3.715 -5.756 0.1298
S 2.040 7.034 5.146 0.4689
C 2.074 5.489 4.493 -1.1353
S 2.327 4.216 5.582 0.9308
C 2.306 3.015 4.273 -1.1506
N 1.995 3.575 3.082 -0.0294
N 1.971 4.955 3.197 -0.1516
C 1.549 5.684 2.038 -0.2089
C 2.151 6.864 1.678 -0.0417
C 1.930 7.453 0.428 -0.0726
C 0.910 6.933 -0.375 -0.1140
C 0.273 5.736 -0.057 -0.1048
C 0.586 5.145 1.157 -0.0422
S 2.579 1.338 4.407 0.4447
H 2.701 7.439 2.425 0.0807
H 2.417 8.349 0.141 0.0855
H 0.517 7.324 -1.343 0.1050
H -0.455 5.291 -0.764 0.1090
H -0.012 4.308 1.620 0.1190

***

65
Properties=species:S:1:pos:R:3:nbo_charge:R:1 method="wB97M-V/def2-TZVPD" multiplicity=1 charge=0 e_lumo_ev=0.66 de_lowest_kj_mol=47.92 homo_energy_ev=-8.6 total_energy_ha=-1304.70458 gap_ev=9.26
C 5.170 -4.673 3.780 -0.2439
O 4.819 -3.928 2.639 -0.5450
C 5.933 -3.275 2.064 -0.0523
C 5.485 -2.510 0.839 -0.4216
C 4.444 -1.447 1.164 -0.3842
C 4.077 -0.572 -0.037 -0.4866
C 3.517 -1.393 -1.179 0.6857
O 4.219 -1.858 -2.062 -0.6401
N 2.179 -1.628 -1.119 -0.6328
C 1.490 -2.410 -2.135 -0.0549
C 0.195 -2.974 -1.565 -0.3911
C -0.781 -1.862 -1.184 -0.4286
C -1.078 -0.959 -2.381 -0.0230
N -2.037 0.129 -2.107 -0.4377
C -2.488 0.837 -3.297 -0.4092
C -2.219 0.662 -0.858 0.6695
O -1.452 0.482 0.080 -0.6406
C -3.466 1.429 -0.626 -0.0475
C -4.755 1.237 -1.045 -0.0333
N -5.606 2.085 -0.395 -0.4720
C -4.839 2.790 0.413 0.3719
N -3.539 2.433 0.318 -0.3170
C -2.459 2.952 1.158 -0.1978
C -2.877 4.271 1.781 -0.4078
C -4.265 4.183 2.407 -0.2117
C -4.625 5.445 3.176 -0.5974
C -5.283 3.898 1.303 -0.4425
C 0.199 -0.441 -3.057 -0.4205
C 1.177 -1.571 -3.368 -0.4067
H 4.265 -5.139 4.163 0.1923
H 5.899 -5.456 3.537 0.1633
H 5.598 -4.030 4.560 0.1623
H 6.382 -2.592 2.802 0.1540
H 6.699 -4.015 1.793 0.1662
H 6.360 -2.045 0.376 0.2089
H 5.090 -3.214 0.103 0.2199
H 3.547 -1.929 1.560 0.2135
H 4.821 -0.801 1.963 0.2006
H 3.355 0.190 0.270 0.2090
H 4.960 -0.056 -0.419 0.2256
H 1.635 -1.136 -0.431 0.4000
H 2.166 -3.219 -2.413 0.2288
H -0.252 -3.636 -2.313 0.2032
H 0.408 -3.588 -0.688 0.2186
H -1.722 -2.298 -0.839 0.2188
H -0.400 -1.295 -0.341 0.2340
H -1.583 -1.602 -3.122 0.1884
H -3.238 1.574 -3.038 0.2308
H -1.662 1.356 -3.786 0.1909
H -2.923 0.133 -4.011 0.1965
H -5.107 0.511 -1.760 0.2068
H -2.235 2.212 1.928 0.2148
H -1.564 3.058 0.548 0.2182
H -2.135 4.550 2.532 0.2193
H -2.874 5.066 1.026 0.2012
H -4.273 3.336 3.105 0.1994
H -4.618 6.315 2.515 0.2033
H -5.621 5.366 3.615 0.2133
H -3.916 5.630 3.984 0.2106
H -5.418 4.803 0.699 0.2185
H -6.260 3.644 1.715 0.2386
H -0.057 0.051 -3.995 0.2093
H 0.682 0.313 -2.426 0.2081
H 2.102 -1.165 -3.782 0.2310
H 0.751 -2.226 -4.136 0.2006

***

9
Properties=species:S:1:pos:R:3:nbo_charge:R:1 method="wB97M-V/def2-TZVPD" multiplicity=3 charge=0 e_lumo_ev="0.61 / -3.38" de_lowest_kj_mol=127.58 homo_energy_ev="-5.4 / -10.8" total_energy_ha=-1396.97250 s_squared=2.01 gap_ev="5.97 / 7.41"
C 1.055 -0.044 0.616 -0.6625
C -0.512 -0.084 -0.038 -0.3868
S -0.371 -0.037 -1.875 0.4087
Cl -1.461 1.240 0.632 -0.0286
Cl -1.302 -1.581 0.500 -0.0232
H 1.022 -0.377 1.640 0.2413
H 1.833 -0.334 -0.164 0.2397
H 1.446 1.033 0.588 0.2263
H -1.711 0.185 -1.899 -0.0148

***

53
Properties=species:S:1:pos:R:3:nbo_charge:R:1 method="wB97M-V/def2-TZVPD" multiplicity=1 charge=+1 e_lumo_ev=-3.60 de_lowest_kj_mol=9.78 homo_energy_ev=-11.1 total_energy_ha=-2574.78406 gap_ev=7.47
Pd 0.161 -0.069 0.212 1.1037
O -1.498 1.074 0.491 -0.9502
S -2.026 1.906 1.653 1.2801
C -0.707 3.131 1.988 -0.6049
C -0.336 3.425 3.439 -0.4125
C 0.756 2.505 3.995 -0.4324
C 2.127 2.727 3.345 -0.5972
S 2.675 1.368 2.283 1.3282
O 1.450 1.059 1.461 -1.0416
C 2.789 0.065 3.499 -0.2786
C 3.666 0.196 4.569 -0.2117
C 3.813 -0.864 5.450 -0.1917
C 3.108 -2.046 5.247 -0.1889
C 2.255 -2.171 4.161 -0.1483
C 2.092 -1.110 3.279 -0.2303
C -2.069 0.901 3.122 -0.1987
C -2.901 1.360 4.136 -0.2366
C -2.995 0.637 5.316 -0.1938
C -2.285 -0.547 5.460 -0.1799
C -1.488 -1.017 4.423 -0.1887
C -1.378 -0.294 3.246 -0.2415
H -1.059 4.022 1.469 0.2485
H 0.142 2.727 1.442 0.2646
H -1.210 3.373 4.089 0.2315
H 0.003 4.463 3.484 0.2283
H 0.457 1.462 3.871 0.2309
H 0.844 2.669 5.069 0.2374
H 2.929 2.870 4.072 0.2514
H 2.146 3.596 2.683 0.2422
H 4.242 1.103 4.718 0.2247
H 4.487 -0.771 6.291 0.2332
H 3.238 -2.873 5.932 0.2296
H 1.722 -3.098 3.987 0.2181
H 1.441 -1.196 2.422 0.2276
H -3.482 2.266 4.001 0.2321
H -3.636 0.989 6.112 0.2349
H -2.368 -1.116 6.377 0.2321
H -0.950 -1.950 4.533 0.2260
H -0.768 -0.653 2.432 0.2177
Cl 1.955 -6.898 0.931 0.0312
C 1.824 -5.209 0.575 -0.1003
C 2.993 -4.433 0.464 -0.1487
C 2.929 -3.093 0.193 -0.2330
C 1.687 -2.442 0.034 0.3976
O 1.686 -1.166 -0.234 -0.6488
C 0.513 -3.238 0.127 -0.3116
C -0.780 -2.710 -0.131 0.4310
O -1.105 -1.520 -0.304 -0.5631
C 0.610 -4.628 0.393 -0.1391
H 3.954 -4.914 0.594 0.2416
H 3.828 -2.498 0.098 0.2338
H -1.602 -3.429 -0.198 0.1790
H -0.293 -5.225 0.448 0.2349